[1]
The ion C21H18ClN4O4 with charge -1 at a distorted geometry, computed with wB97M-V/def2-TZVPD.

Structure (XYZ):
```
48
Properties=species:S:1:pos:R:3:nbo_charge:R:1
C 4.180 -6.894 -0.182 -0.6239
C 3.323 -5.799 0.440 0.1123
C 2.652 -6.325 1.757 -0.6380
O 4.103 -4.635 0.786 -0.5147
C 3.357 -3.502 1.007 0.2833
C 2.602 -2.936 -0.013 -0.2600
C 1.847 -1.787 0.258 -0.1523
C 1.873 -1.170 1.490 -0.0661
C 1.112 0.009 1.775 0.4975
N 0.398 0.597 0.872 -0.4965
C -0.054 1.755 1.486 0.3332
C -0.887 2.807 0.816 -0.0908
C -0.795 4.143 1.205 -0.1989
C -1.494 5.149 0.536 -0.2212
C -2.370 4.889 -0.490 -0.2284
C -2.504 3.573 -0.843 0.1879
C -1.758 2.545 -0.252 -0.1204
C -2.184 1.307 -0.942 -0.0677
N -3.009 1.629 -1.936 -0.2148
N -3.246 2.981 -1.883 -0.1952
C -3.919 3.646 -3.031 -0.2234
C -5.135 4.579 -2.734 -0.5361
C -4.937 6.035 -3.162 0.7471
O -3.784 6.535 -3.157 -0.7948
O -5.984 6.637 -3.502 -0.7749
N 0.350 1.855 2.714 -0.1453
O 1.145 0.698 2.927 -0.3040
C 2.656 -1.772 2.481 -0.1963
C 3.394 -2.893 2.249 -0.0817
Cl 4.384 -3.549 3.503 0.0185
H 3.616 -7.789 -0.411 0.2175
H 4.988 -7.181 0.525 0.2117
H 4.648 -6.489 -1.083 0.2160
H 2.540 -5.554 -0.283 0.1700
H 2.144 -7.270 1.613 0.2082
H 1.929 -5.601 2.079 0.2148
H 3.428 -6.522 2.516 0.2174
H 2.574 -3.410 -0.994 0.2288
H 1.222 -1.428 -0.559 0.2431
H -0.119 4.461 2.014 0.2182
H -1.376 6.161 0.897 0.2120
H -2.973 5.659 -1.033 0.2845
H -1.833 0.311 -0.693 0.2132
H -4.293 2.870 -3.705 0.2138
H -3.121 4.185 -3.536 0.2263
H -6.030 4.226 -3.290 0.2192
H -5.375 4.570 -1.678 0.2139
H 2.711 -1.308 3.444 0.2371
```

Values from the calculation:
SMILES: CC(C)Oc1ccc(-c2nc(-c3cccc4c3cnn4CCC(=O)[O-])no2)cc1Cl
orbital gap: 6.048 eV
HOMO: -4.431 eV
total charge: -1
LUMO level: 0.0594 Eh
strongest force on any atom: 0.05364 hartree/bohr

***

[2]
A cluster of 6 separate species, C16H20N4O16 in total at a distorted geometry, computed with wB97M-V/def2-TZVPD.

Structure (XYZ):
```
56
Properties=species:S:1:pos:R:3:nbo_charge:R:1
O -10.423 7.002 24.407 -0.5149
C -10.089 5.876 24.468 0.4709
C -9.753 5.276 25.700 -0.3946
C -9.486 3.975 25.859 0.3250
O -9.114 3.512 27.044 -0.6417
C -9.368 2.980 24.704 0.4907
O -9.418 1.746 24.838 -0.5164
C -9.500 3.699 23.412 -0.3912
C -9.780 4.987 23.307 0.3129
O -9.742 5.648 22.108 -0.6472
H -9.685 5.899 26.580 0.2423
H -8.761 2.622 26.985 0.5119
H -9.297 3.175 22.489 0.2384
H -9.917 6.579 22.266 0.5009
O -3.580 0.661 23.087 -0.4874
C -3.353 0.113 24.220 0.4524
C -4.089 -1.149 24.576 -0.2946
C -3.787 -1.833 25.700 0.2406
O -4.591 -2.919 26.034 -0.6523
C -2.750 -1.482 26.625 0.4532
O -2.551 -2.075 27.702 -0.5065
C -2.051 -0.245 26.295 -0.3571
C -2.300 0.472 25.199 0.2887
O -1.551 1.587 24.904 -0.6490
H -4.934 -1.467 23.983 0.2561
H -4.141 -3.410 26.726 0.4971
H -1.196 0.105 26.855 0.2554
H -1.716 1.923 24.020 0.5111
C -5.800 -2.850 29.342 -0.4818
N -4.850 -2.429 30.458 0.5164
O -5.215 -1.498 31.232 -0.4043
O -3.815 -3.059 30.595 -0.3450
H -5.196 -2.723 28.444 0.2213
H -6.678 -2.208 29.413 0.2493
H -5.993 -3.911 29.501 0.2398
C -5.223 0.576 27.908 -0.4906
N -6.663 0.992 27.760 0.5464
O -7.495 0.406 28.432 -0.3482
O -6.844 1.873 26.922 -0.3980
H -4.914 0.708 28.945 0.2536
H -4.536 1.098 27.242 0.2278
H -5.184 -0.494 27.704 0.2211
C -4.333 3.713 31.525 -0.4873
N -5.163 4.244 30.391 0.5363
O -5.398 5.440 30.335 -0.3569
O -5.515 3.480 29.531 -0.4074
H -4.238 4.440 32.331 0.2416
H -3.345 3.709 31.066 0.2343
H -4.735 2.737 31.798 0.2426
C -4.835 4.302 26.402 -0.4971
N -5.217 5.671 26.127 0.5248
O -4.883 6.603 26.808 -0.3399
O -6.028 5.752 25.188 -0.4117
H -4.298 4.195 27.345 0.2259
H -4.127 3.965 25.644 0.2262
H -5.714 3.675 26.250 0.2663
```

Values from the calculation:
SMILES: O=C1C=C(O)C(=O)C=C1O.O=C1C=C(O)C(=O)C=C1O.C[N+](=O)[O-].C[N+](=O)[O-].C[N+](=O)[O-].C[N+](=O)[O-]
orbital gap: 6.285 eV
HOMO: -9.084 eV
total charge: 0
LUMO level: -0.1029 Eh
strongest force on any atom: 0.09323 hartree/bohr

***

[3]
A cluster of 2 separate species, C6H14N2O2 in total, computed with wB97M-V/def2-TZVPD.

Structure (XYZ):
```
24
Properties=species:S:1:pos:R:3:nbo_charge:R:1
C 1.862 2.068 -0.207 -0.4186
N 0.920 1.728 0.831 -0.6305
C 0.996 0.536 1.484 0.6735
C -0.064 0.378 2.550 -0.7155
O 1.769 -0.325 1.100 -0.6329
H 1.833 3.128 -0.437 0.2079
H 2.872 1.811 0.107 0.2166
H 1.699 1.485 -1.111 0.1953
H 0.262 2.430 1.124 0.3975
H -0.025 1.233 3.218 0.2218
H -1.020 0.323 2.020 0.2446
H 0.077 -0.491 3.181 0.2425
C -1.799 0.381 -1.644 -0.4157
N -1.051 -0.568 -0.832 -0.6378
C -1.047 -1.875 -1.254 0.6792
C -0.031 -2.758 -0.580 -0.7185
O -1.826 -2.272 -2.096 -0.6108
H -1.436 1.390 -1.426 0.1892
H -1.611 0.217 -2.712 0.2029
H -2.874 0.401 -1.461 0.2068
H -0.154 -0.191 -0.555 0.3937
H 0.283 -3.570 -1.226 0.2335
H 0.871 -2.218 -0.338 0.2382
H -0.506 -3.241 0.265 0.2369
```

Values from the calculation:
SMILES: CNC(C)=O.CNC(C)=O
orbital gap: 10.089 eV
HOMO: -9.513 eV
total charge: 0
LUMO level: 0.0212 Eh
strongest force on any atom: 0.01551 hartree/bohr

***

[4]
A cluster of 3 separate species, C6H14O2 in total at a distorted geometry, computed with wB97M-V/def2-TZVPD.

Structure (XYZ):
```
22
Properties=species:S:1:pos:R:3:nbo_charge:R:1
C 1.329 -0.927 1.560 -0.3942
C 1.166 0.400 1.444 -0.1904
C 0.133 0.925 0.448 -0.0394
C 0.716 1.201 -0.892 -0.6673
C -1.180 1.163 0.829 -0.2013
C -2.312 1.697 0.111 -0.6699
H 0.726 -1.557 1.011 0.1974
H 2.107 -1.307 2.220 0.1975
H 1.632 1.234 1.933 0.2088
H -0.094 1.217 -1.646 0.2124
H 1.380 0.381 -1.254 0.2383
H 1.337 2.132 -0.934 0.2203
H -1.399 0.901 1.890 0.2051
H -2.513 2.684 0.613 0.2320
H -3.190 1.103 0.491 0.2254
H -2.271 1.728 -0.959 0.2210
O 2.232 -1.698 -2.322 -0.9206
H 2.181 -2.361 -1.645 0.4652
H 3.041 -1.342 -2.188 0.4599
O -2.068 -1.850 -0.125 -0.9480
H -1.936 -0.873 -0.325 0.4811
H -1.415 -2.322 -0.646 0.4670
```

Values from the calculation:
SMILES: C=C/C(C)=C/C.O.O
orbital gap: 9.384 eV
HOMO: -8.759 eV
total charge: 0
LUMO level: 0.0230 Eh
strongest force on any atom: 0.09205 hartree/bohr

***

[5]
A structure of composition C29H31N4O4PdSSi at a distorted geometry, computed with wB97M-V/def2-TZVPD.

Structure (XYZ):
```
71
Properties=species:S:1:pos:R:3:lowdin_charge:R:1
Pd 0.295 0.858 -0.900 0.9626
C -4.132 1.050 6.477 -0.0598
C -3.480 1.071 5.123 -0.2840
C -3.626 0.011 4.237 -0.0376
C -2.971 0.022 3.017 -0.0604
C -2.164 1.090 2.672 -0.2815
C -2.033 2.168 3.528 -0.0532
C -2.689 2.154 4.747 -0.0443
S -1.294 1.014 1.085 0.5185
O -1.819 2.108 0.303 -0.3228
O -1.543 -0.328 0.596 -0.3251
N 0.258 1.282 1.300 -0.1621
C 1.061 0.441 1.982 -0.3083
C 0.716 -0.237 3.149 -0.0196
C 1.655 -0.999 3.838 -0.0840
C 2.961 -1.100 3.418 -0.0604
C 3.365 -0.445 2.240 -0.1653
C 4.686 -0.461 1.742 -0.0196
C 4.977 0.214 0.586 -0.0584
C 3.934 0.827 -0.119 -0.1406
N 2.693 0.845 0.300 0.0999
C 2.406 0.286 1.489 -0.1777
H -4.732 0.152 6.609 0.0697
H -4.772 1.922 6.614 0.0771
H -3.368 1.073 7.256 0.0786
H -4.249 -0.831 4.503 0.1071
H -3.048 -0.796 2.319 0.1106
H -1.409 2.998 3.235 0.1190
H -2.582 2.989 5.425 0.1098
H -0.299 -0.172 3.515 0.0957
H 1.336 -1.523 4.731 0.1005
H 3.686 -1.668 3.985 0.0993
H 5.452 -0.995 2.289 0.1090
H 5.989 0.265 0.210 0.0962
H 4.122 1.307 -1.071 0.1072
O 1.579 2.997 -1.524 -0.0125
C 1.647 2.492 -2.642 -0.5413
C 2.420 3.058 -3.833 -0.0958
C 2.213 1.999 -4.902 -0.0897
C 1.236 0.992 -4.247 -0.5111
O 0.781 0.034 -4.833 0.0487
N 1.014 1.362 -2.969 0.0894
H 3.465 3.217 -3.569 0.1087
H 1.980 4.018 -4.103 0.1138
H 3.130 1.469 -5.165 0.1120
H 1.771 2.392 -5.816 0.1096
C 0.702 -2.665 0.129 -0.1617
Si 0.591 -2.180 -1.727 0.4540
C 2.351 -1.589 -2.206 -0.1738
C 0.284 -3.800 -2.729 -0.1808
N -0.473 -0.857 -1.925 -0.1186
C -1.696 -0.673 -2.440 -0.3728
C -2.214 0.632 -2.622 -0.0626
C -3.443 0.834 -3.207 -0.1090
C -4.234 -0.239 -3.602 -0.1405
C -3.764 -1.526 -3.396 -0.1228
C -2.523 -1.742 -2.839 -0.0453
H 1.510 -3.363 0.328 0.0204
H -0.222 -3.100 0.496 0.0227
H 0.886 -1.762 0.706 -0.0115
H 3.122 -2.227 -1.783 0.0211
H 2.480 -0.582 -1.815 -0.0287
H 2.483 -1.549 -3.281 0.0165
H 1.162 -4.440 -2.705 0.0163
H 0.079 -3.568 -3.768 0.0211
H -0.547 -4.381 -2.342 0.0094
H -1.616 1.495 -2.305 0.0775
H -3.800 1.845 -3.362 0.0946
H -5.200 -0.070 -4.062 0.0798
H -4.378 -2.373 -3.678 0.0901
H -2.158 -2.745 -2.697 0.0766
```

Values from the calculation:
orbital gap (alpha / beta): 6.071 / 5.733 eV
HOMO (alpha / beta): -4.025 / -3.949 eV
total charge: -1
LUMO level (alpha / beta): 0.0752 / 0.0656 Eh
strongest force on any atom: 0.08295 hartree/bohr

***

Electronic energy
In order: -48742.6663; -55622.4101; -13525.0496; -10541.9795; -66921.7242
Unit: eV